# 1
A structure of composition C16H20N2OOsP at a distorted geometry. Source: OMol25; level of theory: wB97M-V/def2-TZVPD.

Energy above the lowest of the compared OMol25 structures with the same formula, charge and spin, eV: 0.000
Spin multiplicity: 5
Charge: +1
Total energy, a.u.: -1237.94699
Max |F|, eV/Å: 5.36

Each line ends with the Mulliken charge.
Atoms and positions in Å:
C -0.63795 -0.20010 -3.93848  -0.17
C -1.32278 -1.27279 -4.75571  -0.66
C -0.51545 -2.42319 -4.89620  -0.31
C 0.67280 -2.15209 -4.16876  -0.69
C 0.69010 -0.79925 -3.65709  -0.02
Os -0.31407 1.58799 -1.91593  0.32
P -0.18094 3.45192 -2.87116  0.00
H -0.89289 0.84459 -4.17255  0.27
H -2.37380 -1.16993 -5.02240  0.40
H -0.72156 -3.39523 -5.42132  0.37
H 1.40236 -0.29005 -3.07507  0.46
H 1.41747 -2.84451 -3.86721  0.41
H -1.19921 4.23044 -2.28219  0.06
H -0.35132 3.54624 -4.25303  0.07
H 0.96822 4.25702 -2.58293  0.11
C -0.78724 0.48120 3.79174  -0.93
N -1.11826 0.31526 2.38037  0.06
N -0.13474 -0.18032 1.54510  0.20
C -0.45220 0.20904 0.24695  0.64
O 0.34720 0.18006 -0.71781  -0.57
C -1.74312 0.76602 0.28930  -1.09
C -2.08823 0.87302 1.62377  0.86
C -3.24652 1.52240 2.27458  -1.59
C 1.09454 -0.77671 1.93698  0.38
C 1.15620 -1.69832 2.98873  0.00
C 2.35984 -2.26439 3.36693  -0.73
C 3.55967 -1.81824 2.78344  -0.40
C 3.51759 -0.90014 1.71511  -0.63
C 2.29732 -0.39797 1.28103  -0.36
H -1.64171 1.02160 4.18839  0.40
H 0.11365 1.09801 3.95344  0.34
H -0.71507 -0.47777 4.32791  0.29
H -2.26689 1.18104 -0.57970  0.41
H -3.72287 0.87578 3.03568  0.40
H -2.99120 2.50856 2.70538  0.34
H -3.96988 1.68058 1.47130  0.39
H 0.23504 -2.04443 3.47005  0.46
H 2.41576 -3.06225 4.11288  0.38
H 4.53437 -2.15243 3.11612  0.40
H 4.41967 -0.56126 1.16933  0.35
H 2.18611 0.25062 0.40304  0.36

Forces on atoms 1 to 2 (eV/Å):
2.73 -2.75 -1.53
0.16 0.88 1.23



# 2
An isolated molecule of C16H20N4O4S2 at a distorted geometry. Source: OMol25; level of theory: wB97M-V/def2-TZVPD.

Energy above the lowest of the compared OMol25 structures with the same formula, charge and spin, eV: 3.294
SMILES string: COCCSc1nnc(NC(=O)C2CCN(C(=O)c3ccco3)CC2)s1
Total energy, a.u.: -1938.02609
Max |F|, eV/Å: 1.77

Each line ends with the Mulliken charge.
Atoms and positions in Å:
C -7.20240 0.77345 -2.19961  -0.72
H -6.27405 0.85425 -2.77864  0.30
O -6.99019 0.09676 -0.98888  -0.26
C -6.05483 0.73471 -0.15480  -0.48
C -5.85161 -0.11443 1.08607  -0.71
H -5.18259 0.37774 1.78814  0.39
H -6.80997 -0.34145 1.54967  0.43
S -5.13473 -1.74052 0.68568  -0.11
C -3.50511 -1.27254 0.37460  0.44
N -3.03753 -0.07492 0.46155  -0.63
N -1.74392 0.02371 0.18039  -0.12
C -1.18137 -1.09281 -0.12723  0.41
N 0.11622 -1.28643 -0.47929  0.01
C 1.16054 -0.38437 -0.62442  -0.05
O 2.10824 -0.72478 -1.28971  -0.65
C 1.02561 0.96065 0.05990  0.08
H 0.13653 1.44265 -0.35744  0.88
C 0.83999 0.82200 1.57838  -0.75
H -0.10992 0.34897 1.81453  0.42
C 1.99663 0.01717 2.18350  -1.04
N 3.19044 0.15818 1.37059  0.05
C 3.76954 -0.97970 0.90510  0.38
O 3.41987 -2.07589 1.32451  -0.75
C 4.85344 -0.92497 -0.08611  0.57
C 5.48752 -2.02705 -0.60692  -0.45
C 6.42530 -1.54597 -1.54175  -0.53
C 6.29863 -0.18998 -1.52774  -0.49
O 5.35766 0.19452 -0.65570  -0.26
H 6.80459 0.58390 -2.07185  0.47
H 7.09731 -2.12438 -2.14172  0.46
H 5.28668 -3.04306 -0.33879  0.56
C 3.34939 1.49940 0.86357  -0.93
H 3.22317 2.17517 1.71632  0.37
C 2.28502 1.79829 -0.20970  -0.98
H 2.67569 1.54121 -1.19449  0.38
H 2.04229 2.86070 -0.19830  0.41
H 4.34932 1.64424 0.46517  0.46
H 2.20778 0.35910 3.20358  0.31
H 1.76337 -1.04956 2.22177  0.44
H 0.81394 1.82994 1.99601  0.41
H 0.34062 -2.20518 -0.84644  0.30
S -2.30044 -2.47148 -0.09819  -0.26
H -5.09582 0.87372 -0.67552  0.37
H -6.42359 1.72868 0.14874  0.33
H -7.59758 1.78232 -2.02686  0.29
H -7.92969 0.18806 -2.75765  0.24

Forces on atoms 1 to 2 (eV/Å):
0.02 0.06 -0.05
-0.04 0.00 0.00



# 3
A structure of composition C16H20N5OPdS at a distorted geometry. Source: OMol25; level of theory: wB97M-V/def2-TZVPD.

Energy above the lowest of the compared OMol25 structures with the same formula, charge and spin, eV: 1.250
Charge: +1
Total energy, a.u.: -1496.61329
Max |F|, eV/Å: 3.61

Each line ends with the Mulliken charge.
Atoms and positions in Å:
Pd 0.30205 -0.05740 0.86397  -0.49
C 3.95463 -0.43995 -1.73177  -0.92
C 4.31587 0.88522 -1.92977  -0.35
C 3.51212 1.88836 -1.42198  -0.83
C 2.35006 1.55040 -0.73211  1.38
N 2.02468 0.26607 -0.54086  0.02
C 2.79804 -0.70210 -1.02198  -0.09
C 1.42426 2.51818 -0.13477  0.10
C 1.46811 3.88771 -0.39449  -0.50
C 0.57915 4.74815 0.22633  -0.78
C -0.35203 4.25920 1.12987  -0.60
C -0.41427 2.89506 1.39449  0.10
C 0.44670 2.03731 0.74192  0.14
H 4.55468 -1.25130 -2.11783  0.41
H 5.21896 1.13105 -2.47201  0.44
H 3.78535 2.92601 -1.54442  0.33
H 2.46762 -1.71727 -0.84515  0.44
H 2.18929 4.28444 -1.09605  0.31
H 0.61580 5.80790 0.01273  0.41
H -1.03189 4.93142 1.63599  0.40
H -1.12263 2.53261 2.13028  0.56
S 0.36004 -0.49600 3.15907  -0.32
C 0.08555 -1.89008 2.20057  0.02
N -1.06434 -2.57417 2.16590  -0.05
C -0.96802 -3.81469 1.40547  -0.34
C 0.55022 -3.94497 1.20139  -0.52
N 1.03388 -2.60578 1.55474  -0.04
H -1.94138 -2.15110 2.41563  0.24
H -1.49465 -3.73406 0.45340  0.16
H -1.38441 -4.64296 1.97559  0.36
H 0.80007 -4.18723 0.17080  0.31
H 0.98859 -4.69834 1.85632  0.34
H 1.99786 -2.45369 1.80622  0.32
C -4.65628 -0.76206 -1.78412  -1.03
N -3.30148 -1.22684 -1.55522  -0.19
C -2.38568 -0.61931 -0.77660  0.58
N -2.78844 0.48862 -0.10383  -0.25
O -1.23764 -1.10321 -0.66979  -0.62
H -5.18938 -1.50205 -2.37256  0.33
H -4.67538 0.18447 -2.33038  0.32
H -5.18737 -0.63250 -0.83918  0.34
H -2.96292 -2.02718 -2.05832  0.28
H -3.60516 1.00544 -0.38242  0.23
H -2.06026 1.00661 0.35491  0.04

Forces on atoms 1 to 2 (eV/Å):
1.75 2.44 -2.01
-0.01 -0.02 0.02



# 4
A structure of composition C16H20O12Pd at a distorted geometry. Source: OMol25; level of theory: wB97M-V/def2-TZVPD.

Energy above the lowest of the compared OMol25 structures with the same formula, charge and spin, eV: 6.424
Spin multiplicity: 3
Charge: -2
Total energy, a.u.: -1652.13597
Max |F|, eV/Å: 5.51

Each line ends with the Mulliken charge.
Atoms and positions in Å:
Pd -0.81769 -1.22377 1.09944  0.07
C -0.48281 5.27517 2.10633  -0.85
C 0.34642 4.07893 2.38728  -0.29
O -0.32803 2.85191 2.33813  -0.31
H 0.16682 6.14657 2.02417  0.32
H -1.15783 5.59450 2.90037  0.28
H -0.91809 5.23247 1.10794  0.25
H 0.93671 4.18729 3.29718  0.30
H 1.25839 4.08841 1.79035  0.28
C -3.31616 -3.89132 -4.43575  -1.00
C -2.81428 -2.51013 -3.92501  -0.37
O -1.97681 -2.38649 -2.79450  -0.86
H -2.50196 -4.39198 -4.95971  0.26
H -4.13691 -3.77539 -5.14360  0.31
H -3.73081 -4.48661 -3.62224  0.28
H -3.66294 -1.87303 -3.67610  0.22
H -2.36725 -2.10416 -4.83244  0.16
C -4.41356 -2.67086 6.11372  -0.54
C -3.43462 -2.85329 5.03239  0.54
C -2.04918 -3.55788 5.39711  0.47
O -1.16932 -3.49770 4.52796  -0.62
C -1.93255 -4.04879 6.78373  -0.61
C -2.97188 -4.02019 7.72767  0.39
C -4.25532 -3.22967 7.34683  0.51
O -5.21004 -3.01424 8.22226  -0.68
O -2.79005 -4.64163 8.84068  -0.71
O -3.57023 -2.41964 3.86224  -0.61
H -5.36235 -2.17446 5.97311  0.42
H -1.02926 -4.57097 7.06262  0.41
C -0.70681 3.62591 -4.43210  -0.31
C 0.31211 3.09432 -3.47492  -0.21
O 1.13109 4.25302 -3.45545  -0.32
C 0.56525 5.32795 -4.02562  0.69
O 1.02581 6.43987 -3.90067  -0.58
O -0.58487 4.97835 -4.58276  -0.32
H -1.72329 3.46019 -4.07514  0.28
H -0.53755 3.05620 -5.34581  0.24
H 0.72445 2.15295 -3.83810  0.29
H -0.15769 2.81250 -2.53259  0.23
C 6.99216 -1.56096 -2.83235  -0.25
C 6.83398 -0.06320 -2.49541  -0.27
O 5.59540 0.02922 -1.82297  -0.32
C 5.19807 -1.15310 -1.37008  0.70
O 4.25189 -1.41425 -0.65941  -0.52
O 5.99797 -2.11058 -1.91867  -0.36
H 7.96141 -2.02865 -2.65939  0.25
H 6.55523 -1.82029 -3.79668  0.23
H 6.58542 0.47263 -3.41151  0.25
H 7.67153 0.33486 -1.92255  0.27

Forces on atoms 1 to 2 (eV/Å):
-0.03 -0.01 -0.02
0.21 1.59 -0.42



# 5
An isolated molecule of C16H20O3Si at a distorted geometry. Source: OMol25; level of theory: wB97M-V/def2-TZVPD.

Energy above the lowest of the compared OMol25 structures with the same formula, charge and spin, eV: 0.000
SMILES string: CO[Si](C)(OCc1ccccc1)OCc1ccccc1
Total energy, a.u.: -1137.01762
Max |F|, eV/Å: 1.92

Each line ends with the Mulliken charge.
Atoms and positions in Å:
O 1.51109 0.02845 -1.82222  -0.41
O -1.10862 -0.47082 -1.40338  -0.03
O 0.04722 1.78204 -0.48024  -0.29
C -3.93682 -2.94512 1.94018  -0.24
C 4.83260 1.35328 0.91073  -0.22
C -3.84812 -3.33249 0.62083  -0.71
C -3.60351 -1.66789 2.33297  -0.94
C 4.10041 0.64187 1.85767  -0.63
C 4.19713 2.16879 -0.00216  -0.78
C -3.30167 -2.45111 -0.31097  -0.16
C -3.08623 -0.82632 1.37544  -0.12
C 2.70768 0.73738 1.86591  -0.33
C 2.81820 2.22334 0.00947  0.08
C -2.96221 -1.14724 0.05535  0.32
C 2.03436 1.53308 0.92001  0.12
C 1.85623 -1.07678 -1.06299  -0.58
C -2.38745 -0.15367 -0.88207  -0.80
C 0.51896 1.57581 0.80614  -0.46
C -0.51626 1.56991 -3.24898  -1.12
Si 0.00958 0.69140 -1.71297  0.36
H -4.32438 -3.61836 2.65987  0.39
H 5.91179 1.28954 0.88776  0.37
H -4.21407 -4.29241 0.30775  0.39
H -3.68817 -1.36271 3.34022  0.43
H 4.61154 -0.02754 2.52765  0.39
H 4.70610 2.56222 -0.85985  0.36
H -3.18380 -2.72648 -1.34729  0.41
H -2.80631 0.16793 1.65955  0.31
H 2.13630 0.15802 2.56053  0.39
H 2.28298 2.80828 -0.74146  0.30
H 2.85916 -0.91514 -0.65870  0.18
H 1.80915 -1.99303 -1.67183  0.27
H 1.16318 -1.13023 -0.22370  0.28
H -3.02925 -0.14088 -1.77578  0.33
H -2.33048 0.85063 -0.42483  0.53
H 0.12511 2.33963 1.48059  0.40
H 0.05912 0.65443 1.19028  0.27
H -1.58995 1.76370 -3.18393  0.32
H 0.00419 2.47810 -3.41276  0.34
H -0.38476 0.90038 -4.08282  0.31

Forces on atoms 1 to 2 (eV/Å):
-1.01 0.96 -1.32
0.77 -0.67 0.57



# 6
A structure of composition C16H21As2N2O4Pt at a distorted geometry. Source: OMol25; level of theory: wB97M-V/def2-TZVPD.

Spin multiplicity: 5
Charge: +3
Total energy, a.u.: -5622.43778
Max |F|, eV/Å: 6.38

Each line ends with the Mulliken charge.
Atoms and positions in Å:
Pt 0.81073 -0.21030 0.36074  0.69
C 4.35573 -1.19730 0.50324  -1.13
C 3.98143 0.22250 0.47854  0.20
N 2.72253 0.64870 0.37564  -0.54
C 2.72683 2.01230 0.38204  0.78
C 4.03763 2.43020 0.49664  -0.03
N 4.79373 1.28720 0.54894  -0.01
C 4.71573 3.79400 0.61104  0.52
O 3.98913 4.84310 0.53504  -0.35
O 5.90633 3.72850 0.76794  -0.09
C 1.40643 2.74360 0.29024  0.95
O 1.43333 3.95640 0.28434  -0.79
O 0.39263 1.97620 0.21604  -0.63
H 3.46573 -1.82880 0.46054  0.13
H 4.90873 -1.44310 1.41094  0.37
H 4.99633 -1.44430 -0.34486  0.36
H 5.80913 1.29560 0.64324  0.25
H 3.00493 4.76190 0.40884  0.47
C -4.05197 0.41650 1.42394  -1.02
As -2.46667 0.93920 0.36454  0.61
C -2.99217 2.67950 -0.33076  -1.14
C -2.38617 -0.37670 -1.11086  0.40
C -3.00297 -0.05530 -2.31276  -0.35
C -3.03797 -0.98810 -3.34106  -0.80
C -2.47437 -2.24660 -3.17276  -0.68
C -1.82837 -2.56770 -1.98706  -0.60
C -1.79027 -1.63980 -0.94956  0.33
As -0.67847 -2.03280 0.62604  0.54
C 0.29023 -3.70450 0.37344  -1.24
C -1.69427 -2.35170 2.26304  -1.07
H -4.93007 0.59000 0.79274  0.39
H -4.12287 1.06190 2.30234  0.45
H -4.04327 -0.62530 1.73774  0.38
H -4.04867 2.66150 -0.62316  0.45
H -2.36627 2.99030 -1.16736  0.40
H -2.87827 3.41270 0.47424  0.42
H -3.45807 0.91450 -2.46236  0.45
H -3.47837 -0.72350 -4.29126  0.44
H -2.51427 -2.97610 -3.96876  0.44
H -1.38497 -3.55070 -1.87116  0.46
H 0.90853 -3.67490 -0.52926  0.44
H -0.37167 -4.58010 0.33504  0.46
H 0.93833 -3.81960 1.25244  0.45
H -2.51517 -3.04690 2.04924  0.41
H -2.07637 -1.44330 2.73454  0.37
H -1.00217 -2.83880 2.95964  0.45

Forces on atoms 1 to 2 (eV/Å):
0.06 0.69 -0.35
0.42 -0.42 0.03